Density functional theory data (ωB97M-V with the def2-TZVPD basis set) for C46H58Ge2N4O5S3V as an isolated structure.

Geometry as XYZ:
```
119
Properties=species:S:1:pos:R:3
V -0.61 -0.13 0.00
C -0.76 -1.61 4.87
C -0.27 -1.67 3.42
Ge -0.25 0.06 2.42
C 1.42 1.00 3.00
C 1.47 1.35 4.49
C -1.70 1.24 3.05
C -2.50 1.95 2.26
Ge -2.22 1.76 0.26
C -3.81 1.33 -0.89
C -5.11 2.13 -0.86
C -1.36 3.34 -0.62
C -2.28 4.53 -0.94
C -3.56 2.86 2.77
C -4.26 3.69 1.89
C -5.28 4.52 2.32
C -5.62 4.56 3.66
C -4.91 3.77 4.56
C -3.90 2.94 4.12
H -0.76 -2.61 5.32
H -1.78 -1.23 4.92
H -0.13 -0.97 5.49
H -0.90 -2.36 2.85
H 0.75 -2.06 3.38
H 1.51 1.93 2.42
H 2.27 0.37 2.74
H 0.62 1.98 4.78
H 2.39 1.89 4.74
H 1.43 0.45 5.11
H -1.79 1.33 4.14
H -4.04 0.30 -0.65
H -3.38 1.33 -1.90
H -5.57 2.09 0.13
H -5.82 1.70 -1.57
H -4.97 3.18 -1.13
H -0.98 2.92 -1.55
H -0.50 3.66 -0.03
H -3.14 4.20 -1.53
H -1.74 5.28 -1.53
H -2.64 5.01 -0.04
H -4.00 3.67 0.84
H -5.81 5.14 1.60
H -6.42 5.20 4.01
H -5.16 3.80 5.62
H -3.37 2.33 4.84
C 4.46 -2.52 0.68
C 4.09 -1.10 0.43
N 2.87 -0.64 0.28
C 3.00 0.70 0.06
C 4.34 1.06 0.08
N 5.00 -0.10 0.32
C 5.12 2.31 -0.07
O 4.46 3.42 -0.29
O 6.33 2.26 -0.01
C 1.82 1.54 -0.16
O 1.90 2.75 -0.30
O 0.68 0.90 -0.24
H 3.55 -3.11 0.78
H 5.06 -2.62 1.59
H 5.05 -2.92 -0.16
H 6.00 -0.15 0.40
H 3.47 3.27 -0.28
C 1.16 -4.04 -3.43
N -0.12 -4.08 -2.79
C -1.15 -5.02 -3.22
C -2.23 -4.89 -2.13
N -1.57 -4.06 -1.14
C -0.39 -3.58 -1.56
S 0.61 -2.54 -0.69
H 1.06 -3.74 -4.48
H 1.64 -5.03 -3.40
H 1.79 -3.33 -2.90
H -0.74 -6.03 -3.29
H -1.53 -4.74 -4.21
H -2.50 -5.86 -1.70
H -3.14 -4.42 -2.50
H -2.06 -3.64 -0.37
O -0.90 0.13 -2.39
S -0.11 -0.71 -3.35
C 1.56 0.07 -3.46
C 1.61 1.44 -4.05
C 1.96 1.63 -5.39
C 1.96 2.90 -5.94
C 1.62 4.00 -5.17
C 1.28 3.82 -3.83
C 1.28 2.55 -3.28
C -0.74 -0.35 -5.06
C -2.12 0.25 -5.05
C -2.28 1.62 -5.21
C -3.55 2.17 -5.27
C -4.67 1.35 -5.15
C -4.51 -0.01 -4.94
C -3.24 -0.56 -4.88
H 2.16 -0.65 -4.02
H 1.88 0.05 -2.42
H 2.26 0.78 -5.99
H 2.24 3.04 -6.98
H 1.63 4.99 -5.60
H 1.01 4.67 -3.22
H 1.03 2.43 -2.23
H -0.74 -1.32 -5.56
H -0.05 0.32 -5.56
H -1.41 2.25 -5.31
H -3.67 3.23 -5.42
H -5.66 1.78 -5.20
H -5.38 -0.65 -4.83
H -3.11 -1.63 -4.72
S -2.42 -1.32 0.62
C -3.65 -2.55 0.36
C -4.43 -2.60 -0.80
C -5.40 -3.58 -0.94
C -5.60 -4.53 0.06
C -4.83 -4.48 1.21
C -3.86 -3.50 1.37
H -4.27 -1.87 -1.58
H -6.01 -3.60 -1.83
H -6.36 -5.30 -0.06
H -4.98 -5.21 2.00
H -3.26 -3.45 2.26
```

## Properties
total charge	0
2S+1	2
F_max	4.86	eV/Å
LUMO (spin up / spin down)	-0.4277 / -0.1831	eV
frontier orbital gap (spin up / spin down)	6.672 / 6.665	eV
electronic energy	-236067.007	eV
E_HOMO (spin up / spin down)	-0.261 / -0.252	Ha
energy relative to the best compared isomer or geometry (same formula, charge and spin)	200.51	kJ/mol